C75H175N25O25 | ωB97M-V/def2-TZVPD

```
300
Properties=species:S:1:pos:R:3
C -26.980 -4.941 24.658
C -28.027 -3.908 24.614
O -27.646 -2.761 24.773
N -29.308 -4.212 24.497
C -30.421 -3.320 24.385
H -27.213 -5.621 25.476
H -25.989 -4.569 24.918
H -26.943 -5.429 23.684
H -29.624 -5.146 24.715
H -30.842 -3.203 25.384
H -31.160 -3.822 23.760
H -30.257 -2.290 24.071
C -18.894 -4.949 23.809
C -19.318 -5.979 22.813
O -18.756 -6.153 21.744
N -20.357 -6.743 23.201
C -20.823 -7.776 22.261
H -17.992 -5.160 24.384
H -19.601 -4.810 24.627
H -18.805 -3.961 23.357
H -20.705 -6.688 24.148
H -21.412 -7.439 21.408
H -21.485 -8.442 22.815
H -19.972 -8.313 21.842
C -23.053 -4.506 22.645
C -23.961 -5.655 22.252
O -24.558 -5.586 21.221
N -24.148 -6.636 23.146
C -24.918 -7.847 22.889
H -22.299 -4.796 23.376
H -23.681 -3.781 23.163
H -22.509 -4.095 21.795
H -23.431 -6.621 23.857
H -24.382 -8.749 22.597
H -25.568 -7.615 22.045
H -25.644 -8.053 23.675
C -20.852 -5.276 33.866
C -20.995 -4.430 32.667
O -20.367 -4.604 31.664
N -21.820 -3.368 32.899
C -22.205 -2.354 31.941
H -21.839 -5.396 34.313
H -20.238 -4.786 34.621
H -20.489 -6.282 33.658
H -22.285 -3.251 33.788
H -23.167 -1.892 32.165
H -22.130 -2.758 30.931
H -21.468 -1.551 31.917
C -14.128 2.179 25.076
C -14.928 2.792 26.202
O -15.127 4.009 26.200
N -15.540 2.151 27.201
C -15.803 0.740 27.125
H -13.640 2.932 24.459
H -14.742 1.576 24.407
H -13.384 1.486 25.470
H -16.110 2.694 27.833
H -15.528 0.257 26.187
H -16.855 0.533 27.321
H -15.154 0.128 27.751
C -21.230 1.877 23.537
C -19.775 1.821 23.953
O -19.485 0.912 24.753
N -18.878 2.693 23.454
C -17.475 2.666 23.713
H -21.734 2.669 24.090
H -21.690 0.908 23.733
H -21.376 2.161 22.494
H -19.272 3.453 22.917
H -17.113 3.627 24.077
H -16.913 2.476 22.798
H -17.155 1.893 24.413
C -20.459 4.901 30.308
C -20.353 4.348 28.930
O -21.343 4.212 28.239
N -19.119 3.963 28.553
C -18.603 3.458 27.301
H -21.493 4.939 30.651
H -20.144 5.944 30.292
H -19.824 4.373 31.019
H -18.376 4.216 29.189
H -18.551 2.369 27.311
H -17.619 3.913 27.181
H -19.240 3.764 26.471
C -21.444 2.473 17.799
C -20.395 1.619 18.392
O -19.602 1.047 17.613
N -20.431 1.281 19.716
C -19.556 0.251 20.303
H -22.252 2.760 18.472
H -21.952 2.013 16.952
H -20.989 3.380 17.401
H -21.147 1.654 20.324
H -19.685 -0.802 20.055
H -19.420 0.391 21.375
H -18.557 0.392 19.891
C -17.090 -1.095 22.390
C -16.807 -1.969 23.656
O -16.057 -2.932 23.570
N -17.446 -1.583 24.750
C -17.234 -2.229 26.084
H -17.951 -1.590 21.940
H -16.304 -0.925 21.653
H -17.402 -0.101 22.709
H -18.147 -0.871 24.603
H -16.159 -2.159 26.249
H -17.558 -3.264 26.187
H -17.779 -1.620 26.805
C -17.315 -2.130 18.637
C -18.006 -3.290 19.386
O -19.071 -3.137 19.975
N -17.454 -4.482 19.480
C -16.420 -5.070 18.641
H -16.504 -1.685 19.213
H -18.041 -1.430 18.226
H -16.854 -2.529 17.733
H -17.932 -5.127 20.092
H -15.606 -5.392 19.290
H -16.079 -4.434 17.824
H -16.771 -5.979 18.154
C -18.207 6.872 22.480
C -19.002 6.884 23.754
O -18.487 7.445 24.681
N -20.103 6.164 23.750
C -20.899 5.855 25.033
H -17.532 7.727 22.513
H -18.783 7.003 21.564
H -17.670 5.924 22.465
H -20.389 5.803 22.851
H -20.313 5.888 25.952
H -21.317 4.852 24.954
H -21.680 6.611 25.109
C -20.120 1.511 31.774
C -18.796 2.131 32.362
O -18.829 2.759 33.418
N -17.691 2.047 31.584
C -16.337 2.571 31.937
H -20.189 0.426 31.703
H -20.296 1.910 30.775
H -20.967 1.848 32.371
H -17.732 1.386 30.822
H -16.375 3.652 32.075
H -15.594 2.263 31.201
H -15.807 2.248 32.833
C -26.290 -1.144 27.613
C -26.851 -1.215 29.032
O -27.831 -0.511 29.335
N -26.132 -1.931 29.899
C -26.403 -1.971 31.267
H -27.072 -1.090 26.856
H -25.669 -2.036 27.525
H -25.631 -0.279 27.548
H -25.553 -2.626 29.450
H -26.463 -3.045 31.441
H -27.222 -1.409 31.715
H -25.553 -1.537 31.795
C -21.866 0.857 27.285
C -22.250 -0.546 26.826
O -23.197 -1.161 27.258
N -21.499 -1.039 25.803
C -21.714 -2.332 25.129
H -21.316 1.478 26.578
H -21.370 0.717 28.246
H -22.787 1.364 27.572
H -20.807 -0.405 25.431
H -21.051 -3.024 25.647
H -21.290 -2.228 24.129
H -22.724 -2.737 25.069
C -24.024 2.072 30.291
C -24.519 2.104 31.708
O -24.472 1.157 32.474
N -24.965 3.292 32.068
C -25.447 3.568 33.439
H -23.802 1.026 30.078
H -23.083 2.602 30.138
H -24.788 2.437 29.605
H -24.835 4.025 31.385
H -24.649 3.462 34.174
H -26.263 2.899 33.714
H -25.811 4.595 33.446
C -30.112 5.929 27.794
C -28.908 4.961 27.905
O -28.380 4.528 26.869
N -28.621 4.633 29.172
C -27.453 3.833 29.500
H -30.812 5.932 28.629
H -30.751 5.730 26.934
H -29.747 6.929 27.560
H -29.192 5.009 29.915
H -27.104 3.937 30.527
H -26.593 4.049 28.865
H -27.642 2.763 29.408
C -22.473 -1.506 19.893
C -23.142 -0.712 20.965
O -22.904 -1.039 22.121
N -23.960 0.258 20.624
C -24.404 0.704 19.331
H -23.184 -2.217 19.471
H -21.676 -2.050 20.400
H -22.044 -0.926 19.076
H -24.501 0.731 21.333
H -24.685 1.754 19.425
H -25.216 0.074 18.969
H -23.552 0.576 18.663
C -23.717 4.471 22.636
C -24.489 4.454 23.928
O -24.386 5.336 24.717
N -25.291 3.405 24.189
C -26.036 3.268 25.381
H -22.640 4.480 22.805
H -24.076 5.294 22.018
H -23.740 3.550 22.055
H -25.602 2.746 23.489
H -27.110 3.220 25.202
H -25.814 4.061 26.094
H -25.861 2.273 25.792
C -18.190 -5.981 29.755
C -18.822 -6.384 28.406
O -19.201 -5.527 27.625
N -18.912 -7.703 28.175
C -19.613 -8.360 27.048
H -17.101 -5.994 29.714
H -18.542 -6.562 30.607
H -18.447 -4.959 30.034
H -18.449 -8.308 28.838
H -20.414 -8.877 27.576
H -19.085 -9.120 26.472
H -20.118 -7.671 26.372
C -28.109 -0.193 22.212
C -26.694 0.200 22.690
O -26.141 1.236 22.323
N -26.240 -0.660 23.592
C -24.947 -0.372 24.272
H -28.760 0.680 22.238
H -28.625 -1.016 22.706
H -27.997 -0.429 21.153
H -26.770 -1.428 23.977
H -24.516 -1.304 24.640
H -25.178 0.251 25.136
H -24.212 0.144 23.655
C -21.688 -5.073 19.201
C -20.993 -6.268 18.574
O -21.477 -6.787 17.553
N -19.893 -6.689 19.145
C -19.094 -7.832 18.654
H -22.726 -5.344 19.394
H -21.541 -4.225 18.532
H -21.166 -4.820 20.124
H -19.621 -6.440 20.085
H -19.449 -8.810 18.979
H -18.113 -7.728 19.117
H -19.101 -7.763 17.566
C -27.041 -6.297 29.349
C -25.844 -5.581 29.974
O -25.232 -4.754 29.328
N -25.539 -6.024 31.200
C -24.519 -5.336 32.003
H -26.917 -6.591 28.307
H -27.880 -5.602 29.334
H -27.409 -7.113 29.972
H -26.246 -6.523 31.721
H -24.699 -4.279 32.202
H -23.597 -5.393 31.425
H -24.229 -5.866 32.910
C -18.996 -2.282 29.141
C -18.219 -1.550 30.233
O -17.332 -0.790 29.928
N -18.402 -1.957 31.536
C -17.546 -1.395 32.589
H -19.851 -2.801 29.574
H -18.279 -3.014 28.768
H -19.319 -1.577 28.375
H -18.929 -2.801 31.712
H -16.724 -2.102 32.702
H -18.101 -1.309 33.523
H -17.208 -0.392 32.332
C -24.587 6.274 28.010
C -24.967 6.258 29.488
O -24.550 5.366 30.210
N -25.795 7.147 29.995
C -26.679 8.051 29.242
H -25.458 6.178 27.362
H -23.901 5.478 27.721
H -24.249 7.256 27.678
H -25.931 7.071 30.993
H -26.199 9.029 29.201
H -27.653 8.180 29.714
H -26.757 7.811 28.182
C -24.129 -6.328 26.728
C -22.699 -6.088 26.333
O -22.285 -6.590 25.273
N -21.870 -5.439 27.211
C -22.207 -4.565 28.305
H -24.558 -7.091 26.078
H -24.686 -5.403 26.576
H -24.181 -6.752 27.731
H -20.884 -5.384 26.999
H -22.685 -5.088 29.134
H -22.914 -3.764 28.085
H -21.307 -4.159 28.767
```

The molar mass is 1827.38 g/mol. The calculation puts the largest force on an atom at 0.0672 Eh/bohr. As for the energy relative to the best compared isomer or geometry (same formula, charge and spin): 284.0 kJ/mol. As for the HOMO energy: -8.344 eV. The calculation puts the HOMO-LUMO gap at 8.318 eV. The calculation puts the LUMO energy at -0.026 eV.

Mulliken atomic charge list, values in e, 6 entries:
1. C -0.314
2. C 0.288
3. O -0.743
4. N -0.166
5. C -0.926
6. H 0.320